This record from OMol25 describes a cluster of 2 separate species, C15H30BF9IN6O3S in total. The level of theory is ωB97M-V/def2-TZVPD.

Geometry as XYZ:
```
66
Properties=species:S:1:pos:R:3
N 1.94 -0.87 2.08
O -2.21 2.44 0.01
B 2.46 1.61 2.74
H 1.17 -3.56 2.06
F 4.36 -3.39 0.16
C 3.47 -2.38 -1.76
H 0.25 -1.55 3.98
H -6.45 3.67 -3.23
F 4.00 -1.64 -4.07
C -0.50 -1.59 1.91
H -1.50 -1.64 3.85
I 0.50 0.19 -0.36
H 0.34 0.33 2.24
C -7.15 2.97 -1.03
C -5.95 2.71 -3.07
H -4.28 2.28 0.27
H -4.13 3.19 -4.08
C -0.57 -1.99 3.40
C 2.12 -3.34 1.58
H -7.98 3.42 -1.58
H -0.52 -3.07 3.54
F 5.90 -2.77 -4.21
H -6.23 2.04 -3.89
H 0.99 2.81 3.31
H 1.37 -2.61 -0.32
H -0.37 -2.46 1.27
C 1.98 -3.43 0.06
N -4.03 3.89 -2.12
N 3.90 -0.52 2.98
C -3.38 1.66 0.17
F 5.68 -3.49 -2.12
H -2.11 4.24 -2.85
C -4.45 2.88 -3.08
F 3.71 -1.25 -1.06
C -2.59 3.98 -1.90
H -2.01 1.87 -1.97
F 5.61 -1.31 -2.57
H -4.49 3.72 -1.24
F 2.30 -2.24 -2.41
C 0.57 -0.55 1.64
O -6.39 2.12 -1.85
H -3.52 0.97 -0.66
H 4.31 2.24 2.01
F 4.05 -3.84 -3.64
C -1.87 2.76 -1.33
H 5.46 -2.94 2.27
S 4.83 -2.57 -3.10
H -6.56 3.78 -0.59
H 3.19 3.45 2.13
H -2.41 4.81 -1.22
H -7.56 2.36 -0.22
N 2.60 -2.05 2.08
H 4.65 -3.37 3.73
C 3.32 -3.52 -0.70
H 2.84 -4.07 1.96
N 3.32 2.45 2.00
H -0.80 2.99 -1.32
H 1.45 -4.35 -0.16
H -1.43 -1.11 1.61
C 2.76 0.05 2.60
N 4.71 -2.79 2.92
F 3.42 -4.73 -1.26
H -3.27 1.10 1.10
H -4.00 1.89 -2.88
C 3.79 -1.81 2.68
O 1.41 1.97 3.52
```

For the frontier orbital gap, the calculation gives 7.2 eV. Its total charge is +1. Its highest occupied orbital energy is -10.5 eV. The calculation puts the energy at -75187.927 eV.

The net atomic charges from natural (NBO), expressed in e, are:
1 N -0.157
2 O -0.561
3 B 0.976
4 H 0.238
5 F -0.336
6 C 0.457
7 H 0.211
8 H 0.181
9 F -0.448
10 C -0.454
11 H 0.244
12 I 0.185
13 H 0.262
14 C -0.246
15 C -0.070
16 H 0.175
17 H 0.197
18 C -0.631
19 C -0.232
20 H 0.177
21 H 0.222
22 F -0.427
23 H 0.188
24 H 0.513
25 H 0.249
26 H 0.211
27 C -0.501
28 N -0.620
29 N -0.430
30 C -0.246
31 F -0.459
32 H 0.195
33 C -0.242
34 F -0.314
35 C -0.248
36 H 0.162
37 F -0.449
38 H 0.353
39 F -0.306
40 C -0.167
41 O -0.558
42 H 0.175
43 H 0.420
44 F -0.452
45 C -0.085
46 H 0.429
47 S 2.388
48 H 0.157
49 H 0.400
50 H 0.205
51 H 0.194
52 N -0.147
53 H 0.422
54 C 0.643
55 H 0.266
56 N -1.050
57 H 0.184
58 H 0.270
59 H 0.254
60 C 0.177
61 N -0.878
62 F -0.302
63 H 0.175
64 H 0.160
65 C 0.576
66 O -0.872